{"formula": "C81H184N10O13", "method": "ωB97M-V/def2-TZVPD", "symbols": ["C", "C", "C", "C", "C", "C", "N", "O", "C", "C", "C", "H", "H", "H", "H", "H", "H", "H", "H", "H", "H", "H", "H", "H", "H", "H", "H", "H", "H", "H", "C", "C", "C", "C", "C", "C", "N", "O", "C", "C", "C", "H", "H", "H", "H", "H", "H", "H", "H", "H", "H", "H", "H", "H", "H", "H", "H", "H", "H", "H", "C", "C", "C", "C", "C", "C", "N", "O", "C", "C", "C", "H", "H", "H", "H", "H", "H", "H", "H", "H", "H", "H", "H", "H", "H", "H", "H", "H", "H", "H", "C", "C", "C", "C", "C", "C", "N", "O", "C", "C", "C", "H", "H", "H", "H", "H", "H", "H", "H", "H", "H", "H", "H", "H", "H", "H", "H", "H", "H", "H", "C", "C", "C", "C", "C", "C", "N", "O", "C", "C", "C", "H", "H", "H", "H", "H", "H", "H", "H", "H", "H", "H", "H", "H", "H", "H", "H", "H", "H", "H", "C", "C", "C", "C", "C", "C", "N", "O", "C", "C", "C", "H", "H", "H", "H", "H", "H", "H", "H", "H", "H", "H", "H", "H", "H", "H", "H", "H", "H", "H", "C", "C", "C", "C", "C", "C", "N", "O", "C", "C", "C", "H", "H", "H", "H", "H", "H", "H", "H", "H", "H", "H", "H", "H", "H", "H", "H", "H", "H", "H", "C", "C", "C", "O", "C", "N", "H", "H", "H", "H", "H", "H", "H", "H", "H", "H", "H", "C", "C", "C", "O", "C", "N", "H", "H", "H", "H", "H", "H", "H", "H", "H", "H", "H", "C", "C", "C", "O", "C", "N", "H", "H", "H", "H", "H", "H", "H", "H", "H", "H", "H", "C", "C", "O", "H", "H", "H", "H", "H", "H", "C", "C", "O", "H", "H", "H", "H", "H", "H", "C", "C", "O", "H", "H", "H", "H", "H", "H"], "coordinates": [[-4.003999, -23.044618, -12.196894], [-4.669264, -23.273684, -13.549512], [-5.394750, -24.668044, -13.454867], [-6.354889, -24.923229, -14.625482], [-7.402046, -23.811173, -14.616470], [-6.785676, -22.364611, -14.623966], [-5.764151, -22.301708, -13.610005], [-5.202148, -20.976711, -13.728664], [-6.314754, -22.094261, -16.044763], [-7.882484, -21.326737, -14.307247], [-3.684031, -23.036552, -14.690676], [-3.262272, -23.837528, -11.944026], [-4.759685, -23.046091, -11.389851], [-3.391849, -22.069739, -12.140800], [-4.670620, -25.494169, -13.300744], [-6.039213, -24.688043, -12.583218], [-6.876400, -25.866510, -14.514766], [-5.913128, -24.996643, -15.583356], [-7.992655, -23.897784, -13.652672], [-8.094219, -23.861776, -15.473167], [-5.886875, -22.938069, -16.569465], [-7.225494, -21.841286, -16.540839], [-5.676370, -21.202914, -15.975451], [-7.549101, -20.259144, -14.341153], [-8.689061, -21.410331, -15.011011], [-8.290554, -21.552966, -13.322178], [-2.718468, -23.474242, -14.373785], [-3.502058, -21.984586, -14.863605], [-3.967058, -23.454238, -15.642043], [-5.268156, -20.717408, -12.780821], [-1.601314, -27.309212, -18.951434], [-1.517622, -28.154094, -17.685185], [-1.538881, -27.336363, -16.355136], [-2.966559, -26.831206, -16.032061], [-3.902541, -28.020127, -15.966739], [-3.949339, -28.741828, -17.332989], [-2.536355, -29.203872, -17.569619], [-2.549369, -29.914173, -18.715766], [-4.775444, -30.073712, -17.078581], [-4.660392, -27.866727, -18.339698], [-0.211360, -28.888796, -17.793536], [-2.512073, -26.776369, -19.108884], [-1.360041, -27.913614, -19.832286], [-0.811770, -26.512036, -18.812742], [-1.239249, -28.055859, -15.609760], [-0.789265, -26.547023, -16.462418], [-3.324861, -26.072333, -16.731357], [-2.847905, -26.399632, -15.043931], [-4.927937, -27.798895, -15.661925], [-3.494073, -28.805187, -15.339116], [-4.674624, -30.752935, -17.940334], [-4.327315, -30.648078, -16.262913], [-5.782222, -29.880899, -16.744832], [-5.658740, -27.678277, -17.994941], [-4.148673, -26.972347, -18.564175], [-4.808883, -28.404594, -19.307440], [-0.250542, -29.590092, -18.639434], [-0.048859, -29.516890, -16.936034], [0.636169, -28.206858, -17.796050], [-2.703266, -29.378880, -19.462352], [3.520001, -26.482271, -17.472687], [4.372401, -27.401793, -16.560828], [5.754956, -27.452785, -17.210132], [6.796088, -28.104041, -16.269573], [6.837582, -27.313040, -14.994055], [5.484984, -27.320295, -14.233437], [4.571138, -26.788572, -15.229664], [3.214318, -26.789611, -14.674365], [5.195015, -28.765088, -13.694018], [5.458746, -26.235772, -13.190789], [3.822476, -28.829181, -16.646421], [4.051169, -25.552976, -17.539551], [2.536089, -26.293749, -17.019317], [3.283455, -26.903460, -18.485246], [5.696019, -27.952049, -18.176782], [5.968476, -26.405023, -17.344934], [7.746961, -28.074646, -16.802582], [6.633862, -29.156767, -16.001876], [7.009579, -26.266336, -15.229766], [7.639047, -27.583129, -14.327194], [5.873235, -29.254714, -13.084191], [4.203520, -28.737582, -13.202366], [5.083522, -29.477254, -14.517211], [6.206442, -26.463716, -12.406375], [5.785834, -25.271560, -13.644473], [4.466045, -26.146028, -12.719832], [2.896367, -29.067304, -16.085974], [4.528406, -29.615931, -16.309457], [3.687456, -29.043997, -17.723716], [2.997482, -27.699943, -14.646923], [1.872190, -16.617704, -20.008952], [1.994544, -15.191087, -20.688626], [1.668841, -15.193768, -22.198201], [0.166400, -15.494520, -22.440125], [-0.698330, -14.474789, -21.719662], [-0.405654, -14.464857, -20.176040], [1.086109, -14.253329, -20.047248], [1.433800, -14.273740, -18.632424], [-1.067622, -13.175243, -19.636531], [-0.964192, -15.798006, -19.549530], [3.415388, -14.723084, -20.586819], [1.926949, -16.496118, -18.960838], [2.746213, -17.177451, -20.329283], [0.977491, -17.119363, -20.340884], [1.842355, -14.193282, -22.643778], [2.415151, -15.773105, -22.699867], [0.033697, -16.536033, -22.042344], [-0.126327, -15.543483, -23.509554], [-1.745020, -14.684862, -21.885697], [-0.512537, -13.468383, -22.189835], [-2.121342, -13.324443, -19.791791], [-0.916581, -12.969709, -18.579285], [-0.806191, -12.314705, -20.200736], [-1.146570, -16.547332, -20.375454], [-0.259876, -16.209389, -18.862688], [-1.943440, -15.555451, -19.142672], [3.515811, -13.702965, -20.965858], [4.043720, -15.352860, -21.260123], [3.955896, -14.884866, -19.650561], [1.569351, -13.372295, -18.385114], [-2.000565, -20.829067, -20.520750], [-2.002802, -20.121493, -21.895798], [-0.493362, -20.000465, -22.240883], [-0.272327, -19.569333, -23.696488], [-0.955516, -20.618708, -24.526610], [-2.500573, -20.765753, -24.250506], [-2.670222, -21.014620, -22.865763], [-4.014153, -21.219240, -22.552855], [-3.272524, -19.630341, -24.803995], [-3.090459, -22.010085, -25.001592], [-2.678757, -18.776563, -21.759832], [-1.331916, -20.321866, -19.850530], [-1.720284, -21.880368, -20.771123], [-3.010232, -20.880436, -20.133485], [-0.004289, -19.167410, -21.642582], [-0.033902, -20.986605, -22.076680], [0.816031, -19.459563, -24.020483], [-0.683377, -18.556047, -23.878946], [-0.564104, -21.604797, -24.265404], [-0.933112, -20.406312, -25.580843], [-4.315951, -19.795989, -24.542687], [-2.913095, -18.610979, -24.524274], [-3.471648, -19.702351, -25.907203], [-2.869124, -22.901671, -24.450098], [-4.202203, -21.920228, -25.014826], [-2.707277, -22.046071, -26.016057], [-3.749524, -18.866654, -21.602796], [-2.527557, -18.084693, -22.597932], [-2.279292, -18.206126, -20.878368], [-4.559720, -20.435528, -22.810389], [2.640569, -23.920762, -24.130878], [3.720233, -22.934785, -24.526196], [3.241495, -21.996496, -25.679732], [4.116721, -20.723098, -25.856784], [4.053157, -19.932373, -24.561699], [4.575311, -20.789236, -23.412218], [3.856342, -22.053760, -23.329863], [4.312879, -22.793759, -22.219977], [6.105540, -20.979235, -23.677565], [4.350100, -20.066156, -22.077970], [4.963741, -23.744276, -24.962774], [1.756966, -23.396582, -23.967475], [2.886528, -24.406266, -23.189159], [2.598194, -24.642009, -24.944239], [3.137817, -22.524504, -26.654256], [2.225366, -21.600167, -25.357455], [3.740695, -20.092660, -26.660229], [5.159439, -20.919001, -26.145189], [2.973869, -19.759297, -24.341785], [4.573840, -19.045331, -24.476399], [6.671017, -20.056483, -23.549200], [6.517287, -21.691551, -22.919724], [6.250552, -21.538769, -24.637794], [4.559293, -19.014640, -22.113926], [3.309973, -20.171754, -21.818550], [4.995027, -20.473132, -21.251143], [5.343457, -24.525428, -24.290177], [5.786505, -23.213450, -25.358624], [4.519459, -24.282619, -25.734625], [3.736474, -22.481760, -21.457058], [-1.577075, -18.939279, -12.401428], [-1.174473, -18.356669, -13.796913], [0.223110, -18.909273, -14.276048], [0.520320, -18.546439, -15.712515], [-0.595780, -19.079111, -16.613207], [-1.985900, -18.691809, -16.204155], [-2.173474, -18.873521, -14.692284], [-3.462151, -18.400277, -14.313172], [-2.247000, -17.281183, -16.664804], [-2.948186, -19.755658, -16.745214], [-1.169154, -16.835041, -13.603905], [-1.422763, -20.038910, -12.366518], [-2.640377, -18.672378, -12.134192], [-0.979536, -18.477129, -11.587423], [0.983023, -18.516589, -13.550351], [0.175231, -19.997876, -14.175552], [1.419409, -19.082176, -16.050522], [0.748578, -17.441650, -15.850234], [-0.552557, -20.193701, -16.560189], [-0.408162, -18.841467, -17.645625], [-2.875696, -16.684641, -15.971156], [-1.320278, -16.774021, -16.775109], [-2.707122, -17.409360, -17.621331], [-3.957132, -19.532964, -16.666386], [-2.690803, -19.888283, -17.796427], [-2.848583, -20.679753, -16.240284], [-0.999951, -16.298149, -14.505049], [-0.343159, -16.603085, -12.874980], [-2.156423, -16.567300, -13.245357], [-4.013310, -19.218326, -14.235877], [2.387456, -23.726204, -15.031136], [0.866907, -24.026221, -14.826884], [0.664753, -24.943773, -13.576537], [-0.706724, -25.188039, -13.520644], [-1.045568, -26.310235, -12.756311], [0.215019, -22.732863, -14.731343], [2.518063, -23.148310, -16.003975], [2.970995, -24.666077, -15.172946], [2.773466, -23.180861, -14.221298], [0.503854, -24.621306, -15.715656], [1.048111, -24.563551, -12.603855], [1.177227, -25.917293, -13.689713], [-0.566963, -26.161832, -11.742717], [-0.852108, -27.281390, -13.220331], [-2.108593, -26.238135, -12.531780], [0.787489, -21.893914, -14.513692], [-0.778348, -22.633482, -14.644752], [1.711177, -24.535005, -19.821057], [1.232109, -23.078975, -19.775252], [0.453081, -22.813617, -18.505851], [-0.871021, -23.232275, -18.737155], [-1.606594, -23.323055, -17.597045], [2.469902, -22.238426, -19.845947], [2.336674, -24.801914, -18.948148], [2.255673, -24.778076, -20.727727], [0.886541, -25.315878, -19.666371], [0.541784, -22.814907, -20.587204], [0.428146, -21.723290, -18.166325], [0.919004, -23.438359, -17.668234], [-2.624499, -23.310955, -18.033293], [-1.564422, -22.387367, -17.002297], [-1.462878, -24.170737, -16.924059], [2.204916, -21.256000, -19.666843], [3.063502, -22.615682, -19.120875], [7.270112, -21.887471, -19.283123], [7.053221, -23.362281, -19.324794], [5.638728, -23.811219, -18.982005], [5.146995, -23.055244, -17.883034], [5.690401, -23.255390, -16.621287], [7.337940, -24.031230, -20.604772], [8.341276, -21.702550, -19.565285], [7.054200, -21.517957, -18.284954], [6.668564, -21.345119, -19.979452], [7.828297, -23.723779, -18.693274], [5.581854, -24.857764, -18.727096], [4.972738, -23.563942, -19.810797], [5.318132, -24.157438, -16.119688], [5.320558, -22.483887, -15.959402], [6.799205, -23.193992, -16.596783], [6.642486, -23.676416, -21.245128], [8.282637, -23.847978, -20.882364], [-4.997769, -24.221046, -19.872158], [-5.555856, -24.870119, -21.154368], [-4.951848, -26.137308, -21.359731], [-5.036743, -24.879066, -19.025649], [-5.485180, -23.212845, -19.728618], [-3.949812, -23.983254, -20.026903], [-5.402537, -24.263184, -22.048106], [-6.581950, -25.006654, -20.992573], [-4.324251, -26.077549, -22.116282], [-0.430983, -26.065663, -22.944956], [-1.540655, -25.139504, -22.486145], [-2.797034, -25.630841, -23.154311], [-0.347731, -25.862457, -24.036193], [-0.705653, -27.098592, -22.681807], [0.573310, -25.923237, -22.430919], [-1.284576, -24.101038, -22.627735], [-1.828158, -25.253725, -21.431116], [-2.578676, -25.671244, -24.111399], [5.025966, -26.735815, -21.146973], [6.268793, -27.644881, -21.014343], [7.247951, -27.065941, -20.196491], [5.232628, -25.709790, -21.453833], [4.572210, -26.729221, -20.154495], [4.346314, -27.157670, -21.885664], [6.781740, -27.914992, -21.893127], [5.909350, -28.494138, -20.447498], [7.451791, -26.128582, -20.412359]], "atomic_forces_ev_per_a": [[1.523, 0.764, 0.909], [-0.824, -0.281, 0.223], [0.607, -0.168, -1.005], [-0.600, 0.523, 0.864], [-0.559, 0.923, 1.230], [-0.793, -1.327, -0.807], [-0.409, 0.718, 0.521], [0.018, 0.204, 1.771], [0.188, 0.752, 0.513], [0.509, 0.296, 0.625], [1.132, -0.992, 0.533], [-0.491, 0.347, -0.386], [0.285, 0.111, -0.403], [-1.048, -1.293, -0.218], [-0.145, 0.515, -0.326], [0.093, 0.336, 0.471], [-0.066, -0.327, 0.297], [0.983, 0.110, -1.038], [0.390, -0.012, -1.044], [0.163, -0.129, 0.360], [0.448, -0.024, 0.052], [-0.423, 0.347, -0.886], [0.051, -0.368, -0.647], [0.016, -1.006, 0.069], [-0.422, -0.194, -0.442], [0.008, 0.200, 0.145], [-0.303, -0.028, -0.379], [-0.134, 0.235, 0.317], [-0.190, -0.428, -0.259], [0.187, 0.174, -1.067], [1.328, 1.148, 0.399], [0.068, 0.232, 0.713], [-0.934, -0.255, -1.940], [1.011, -0.251, 0.698], [0.175, -0.549, -1.015], [-0.506, -1.219, 2.118], [-1.613, 1.880, 0.882], [0.651, -3.547, -0.623], [1.514, 0.164, -0.381], [-0.026, -1.900, -1.468], [0.606, -0.680, 0.088], [-0.514, 0.240, -0.175], [0.035, 0.279, 0.026], [-0.634, -0.807, -0.486], [0.194, -0.030, 0.583], [-0.134, 0.069, 0.297], [0.129, 0.065, 0.043], [-0.407, 0.536, 0.178], [0.122, 0.214, 0.115], [0.070, 0.187, 0.722], [-0.606, 0.468, 0.139], [0.276, 0.268, 0.071], [-0.532, 0.201, -0.421], [-0.493, 0.289, 0.351], [0.138, 1.015, -0.069], [0.205, 0.391, 0.495], [0.403, 0.547, 0.037], [-0.115, -0.350, 0.642], [0.113, 0.117, -0.515], [-0.510, 1.500, -1.491], [-0.934, -0.715, 0.646], [0.701, -0.808, -1.156], [-0.107, -0.765, 0.943], [0.078, 0.153, -0.677], [-0.343, 0.865, 0.574], [1.284, -0.842, -0.717], [-3.011, -0.393, -0.990], [1.160, 1.605, 0.129], [-2.753, 1.195, -1.797], [0.977, 0.316, 1.283], [-0.111, -1.269, 0.200], [0.005, 0.649, -0.289], [0.240, 0.057, 0.008], [0.680, 0.181, 0.922], [0.084, 0.126, -0.009], [0.880, 0.292, -0.311], [0.187, 0.017, 0.199], [-0.289, 0.127, -0.515], [0.171, 0.293, -0.188], [0.308, -0.434, 0.337], [1.683, -0.124, 1.599], [0.489, -0.182, 0.107], [-0.051, 0.332, 0.011], [-0.379, 0.051, -0.138], [-0.507, -0.626, 0.264], [0.472, 0.081, -0.261], [0.136, 0.408, -0.505], [-0.183, 0.654, -0.212], [-0.357, 0.088, 0.569], [-0.645, -1.638, 0.156], [0.866, 0.896, -2.189], [-0.608, -1.212, 0.174], [-1.304, 1.346, 0.010], [0.751, -1.478, -0.231], [0.910, 0.508, 0.220], [0.820, 0.420, -0.900], [-0.519, 0.799, 0.755], [-0.577, -1.189, -0.621], [-0.297, -1.477, 0.457], [-0.435, 0.886, -1.959], [1.704, -0.398, -0.606], [-0.136, 0.029, 1.112], [0.060, -0.357, -0.049], [-0.107, -0.306, 0.148], [0.060, -0.069, 0.640], [-0.018, -1.095, -0.397], [-0.423, 0.783, -0.373], [0.431, 0.093, 0.469], [-0.431, -0.145, 0.116], [-0.026, -0.769, 0.651], [-0.720, 0.080, 0.110], [0.152, -0.229, 0.095], [0.594, 0.671, -0.564], [0.280, 0.743, 0.953], [-0.035, -0.159, 0.790], [0.092, -0.260, 0.458], [0.022, 0.039, 0.357], [-0.543, 0.333, 0.059], [-0.639, 0.452, 0.338], [0.114, 0.999, -0.067], [-0.730, -1.134, -1.794], [0.570, -0.043, 0.871], [0.420, 1.628, -0.537], [0.676, 0.241, -0.327], [-1.795, -0.494, -0.056], [1.073, -1.188, -1.714], [0.614, 0.002, 1.344], [-0.918, 0.196, 0.371], [-1.187, 1.763, -1.296], [-0.374, 0.923, 0.395], [0.451, 1.597, 0.572], [0.351, 0.006, 0.451], [0.121, 0.754, 0.739], [-0.192, 0.113, 0.342], [-0.646, -1.336, 0.063], [0.157, 0.418, 0.127], [-1.190, -0.397, 0.747], [-0.045, -0.450, 0.131], [0.414, -0.010, -0.397], [0.531, -0.184, -0.612], [-0.278, 0.598, 0.693], [-0.474, -0.803, -0.362], [1.106, 0.172, 0.661], [0.313, -0.627, 0.187], [0.819, -0.121, -0.160], [0.016, -0.099, -0.165], [-0.162, -0.099, 0.074], [0.010, -0.309, 0.007], [-0.332, -0.725, -0.553], [0.733, -0.462, 0.225], [1.529, -0.769, -0.576], [0.868, 1.064, 1.017], [-0.469, 0.669, 0.235], [0.054, 0.106, -0.147], [-2.199, -2.635, 0.757], [1.654, 0.125, 0.150], [-0.764, 0.337, -0.589], [-0.108, 0.078, 1.029], [-0.119, -1.827, 0.695], [0.820, -0.736, 0.585], [-0.676, -0.184, 1.161], [-1.834, 0.770, 0.003], [0.238, -0.202, -0.130], [-0.606, -0.287, 0.133], [0.033, 0.090, 0.774], [0.936, -0.634, -0.537], [-0.309, -0.138, -0.206], [-0.325, -0.255, 0.114], [0.565, 0.260, -0.168], [1.078, 2.032, -0.475], [-0.044, 0.053, -0.494], [-0.350, 0.531, -0.312], [0.230, 1.231, 0.811], [0.254, 0.660, -0.344], [-0.473, -0.100, 0.290], [-0.718, 0.199, -0.780], [-0.287, 0.549, 0.404], [0.734, 0.743, -0.361], [-0.255, -1.229, -1.846], [0.307, -0.516, -0.867], [0.171, 0.131, 0.580], [0.301, -0.244, 1.294], [-0.727, 0.764, 1.331], [0.585, 0.593, -0.653], [0.643, -1.450, 1.008], [-1.210, -0.591, 2.286], [0.349, -0.677, -1.452], [-0.497, -0.567, -0.323], [-1.026, 0.052, 0.774], [1.657, 0.821, -1.391], [0.786, -0.586, 0.780], [-0.238, 0.587, -0.056], [1.092, -0.436, -0.557], [-0.037, -0.322, -0.495], [-0.489, -0.377, -0.682], [0.071, 0.086, 0.020], [0.064, 0.302, 0.226], [-0.495, -1.167, 0.175], [0.180, 0.532, 0.038], [-0.106, 0.323, -0.585], [0.093, -0.570, -0.575], [0.772, 0.630, -0.221], [-0.442, 0.581, -0.784], [-2.009, 0.966, 0.051], [-0.277, -0.226, -0.216], [0.637, -0.908, 0.512], [0.318, 0.491, -0.823], [-1.015, 0.086, -0.561], [0.021, 0.326, 0.357], [0.706, 0.734, -0.121], [-0.818, -1.362, -2.686], [1.331, 0.084, 0.505], [0.588, -0.280, -0.690], [-0.999, -0.120, -0.311], [-0.137, 0.982, 1.791], [0.843, 0.701, -0.189], [-0.156, -0.426, 1.247], [-0.493, 0.725, 0.332], [0.564, 0.844, 1.138], [0.147, 0.572, 0.819], [-0.217, 0.454, -0.498], [0.113, 0.365, -0.414], [-0.123, -0.812, -0.836], [0.405, 0.114, -0.011], [-0.212, -0.112, -0.260], [-0.812, -1.380, -0.186], [-0.033, -0.128, 0.208], [-1.290, -1.412, 0.783], [0.834, 0.234, 0.052], [0.266, -0.102, 1.360], [1.799, -0.468, -0.969], [-2.770, 1.345, 0.548], [-1.179, -0.037, -0.556], [0.130, 0.699, -0.381], [0.060, 0.048, -0.177], [0.654, 1.306, -0.635], [0.394, -0.197, -0.186], [0.282, -1.098, -0.489], [-0.531, 0.901, -0.706], [-0.040, -0.476, 0.867], [0.276, -0.394, -0.045], [0.350, -0.261, -0.225], [0.543, -0.735, 0.131], [0.395, 0.572, 0.452], [1.143, 0.500, -0.287], [0.030, -1.043, -1.001], [0.566, 0.963, 1.326], [-1.139, 0.589, -0.537], [0.554, -0.301, 0.859], [-0.558, -0.023, 0.628], [-0.854, 0.068, 0.434], [0.193, 0.210, 0.064], [-0.607, 0.386, -0.561], [0.203, -0.918, 1.221], [0.161, -0.517, -0.352], [0.037, -0.192, -0.083], [0.345, -0.453, -0.372], [-0.082, 0.594, -0.097], [-0.463, -0.264, -0.088], [0.271, 0.041, -0.835], [0.258, 0.318, -0.571], [0.053, 1.614, -1.467], [1.740, 0.069, 0.600], [0.445, -0.324, -0.625], [-0.497, -0.226, 0.485], [0.223, -1.130, 0.286], [0.360, -0.008, -0.066], [-0.034, 0.350, 0.206], [-1.702, -0.359, -0.068], [-0.446, 0.072, 0.731], [0.842, 0.162, 0.598], [-1.360, -1.708, 0.686], [1.738, 1.221, -0.573], [0.377, -0.680, 0.584], [-0.035, 0.252, -0.621], [-1.183, 0.336, -0.723], [-0.414, 0.509, -0.571], [0.428, -0.006, -0.161], [-0.423, -0.004, 0.819], [0.525, -0.481, -0.268], [-0.827, 1.580, 1.229], [0.949, 0.744, 1.109], [0.231, -0.053, 0.025], [-0.214, 0.205, -0.216], [-0.269, -0.082, 0.090], [-0.100, -0.631, -1.617], [0.174, -0.689, -0.258], [-0.618, -0.466, -0.172]], "mulliken_charge": [-1.575, 1.795, -1.573, -0.016, -1.531, 1.928, -0.386, -0.022, -1.901, -1.881, 0.503, 0.040, 0.482, 0.167, 0.391, 0.536, 0.609, -0.185, 0.312, 0.451, 0.157, 0.715, 0.166, 0.261, 0.435, 0.469, -0.290, -0.336, -0.172, 0.303, -1.486, 2.991, -0.944, 1.453, -1.841, 2.148, 0.079, -0.529, -2.064, -0.963, -2.764, -0.112, 1.028, -0.421, 0.892, -0.937, -0.160, -0.553, 0.445, 0.398, 0.357, 0.465, 0.388, 0.524, -0.578, 0.302, 0.492, 0.567, 0.372, 0.415, -1.551, 1.403, -0.784, -0.861, -1.350, 1.671, 0.293, 0.005, -1.482, -1.782, -1.571, -0.202, 0.242, 0.769, -0.092, 0.134, 0.487, 0.420, 0.293, 0.494, 0.485, 0.234, 0.264, 0.466, 0.197, 0.232, 0.202, 0.490, 0.445, 0.230, -1.483, 2.019, -1.745, 1.098, -1.575, 1.888, -0.131, -0.462, -2.045, -0.400, -1.970, 0.500, 0.606, -0.204, 0.358, 0.649, -1.045, 0.533, 0.440, 0.391, 0.472, 0.423, 0.472, -0.833, 0.023, 0.564, 0.475, 0.358, 0.330, 0.357, -1.325, 1.998, 0.506, 0.283, -1.768, 1.744, 1.160, -0.450, -1.750, -1.824, -1.154, -0.184, -0.104, 0.856, -0.555, -0.696, -0.398, 0.168, 0.110, 0.691, 0.494, 0.204, 0.432, 0.127, 0.393, 0.464, 0.562, 0.025, -0.503, 0.282, -1.555, 1.636, -0.586, -0.968, -0.777, 2.058, 0.196, 1.195, -1.431, -1.368, -1.827, -0.081, 0.087, 0.497, 0.492, -0.262, 0.482, 0.402, -0.295, 0.692, 0.472, -0.004, 0.198, 0.774, 0.070, -0.844, 0.174, 0.413, 0.652, -0.250, -1.636, 1.042, -0.375, -0.910, -0.008, 3.110, 0.853, -0.604, -1.999, -0.694, -1.848, 0.146, 0.385, 0.414, 0.502, -0.566, 0.630, 0.295, -1.333, 0.413, 0.166, 0.331, 0.429, 0.778, -0.412, -0.442, 0.336, 0.422, 0.390, 0.376, -1.371, 2.647, -1.023, 0.245, -0.903, 0.671, 0.190, -0.489, 0.990, -1.361, 0.216, 0.008, 0.418, 0.229, 0.112, -0.105, -0.487, -0.026, 1.056, 1.408, 0.805, 1.589, 0.312, -0.304, 0.054, -0.480, -0.624, -0.147, -1.540, -0.102, -1.112, -0.584, 0.175, -0.616, -1.309, -0.037, 2.041, -0.385, -0.475, -0.406, 0.445, 0.379, -0.065, 0.766, -0.734, -0.980, -0.038, 0.328, 0.384, -0.170, 0.323, 0.306, -0.695, -0.527, -0.130, 0.357, -0.324, 0.263, 0.398, 0.275, -1.038, 2.199, -0.550, 0.525, 0.283, -0.064, -0.839, -0.716, 0.293, 0.856, -0.831, -0.555, -0.255, -0.724, 0.611, 0.400, 0.314, 0.372], "total_energy_ha": -4721.83255, "gap_ev": 8.657, "lumo_ev": 0.49, "charge": 0}